This record from the Open Molecules 2025 dataset describes a cluster of 2 separate species, C5H14OS in total. The level of theory is ωB97M-V with the def2-TZVPD basis set.

XYZ file:
```
21
Properties=species:S:1:pos:R:3:forces:R:3
H -0.962 0.383 0.757 -0.3 0.7 -0.7
C 1.296 1.817 -0.297 0.3 0.6 0.3
H 2.617 -0.064 1.101 -0.2 -0.6 -0.1
H 1.981 -0.658 -0.465 0.0 -0.2 0.4
H -0.283 -1.519 -0.495 0.2 -0.2 0.5
C -0.194 -1.653 0.596 -0.2 -0.7 0.2
H 2.249 1.920 -0.842 -0.4 0.0 0.2
H -1.564 1.881 -0.011 0.1 -0.4 -0.2
H 0.892 2.824 -0.100 0.1 -0.4 -0.2
H -2.695 0.509 -1.805 0.0 -0.2 0.3
H 2.407 -1.822 0.829 -0.2 0.2 0.0
H -2.092 -0.992 -1.035 -0.3 0.5 0.0
C -1.259 0.835 -0.209 -0.3 0.4 0.5
H -3.274 0.043 -0.175 0.3 0.0 -0.3
H 1.495 1.323 0.669 -0.3 0.6 -0.6
H 0.142 -2.683 0.799 0.0 0.3 0.0
O 0.679 -0.698 1.168 0.5 -0.7 -0.1
C -2.399 0.050 -0.846 -0.2 0.1 -0.2
C 1.978 -0.827 0.625 0.8 -0.4 0.2
H -1.189 -1.512 1.051 0.5 -0.2 -0.1
S 0.174 0.844 -1.315 -0.3 0.7 -0.1
```
Forces are in eV/Å.

Properties
HOMO   -8.3 eV
HOMO-LUMO gap   9.2 eV
Maximum force   0.02107 hartree/bohr
SMILES   CCSC.COC
Energy above the lowest of the compared OMol25 structures with the same formula, charge and spin   135.0 kJ/mol

---

This record from the Open Molecules 2025 dataset describes a cluster of 2 separate species, C5H14OS2Si in total. The level of theory is ωB97M-V with the def2-TZVPD basis set.

XYZ file:
```
23
Properties=species:S:1:pos:R:3:forces:R:3
C -0.761 -0.794 -0.972 0.1 -0.3 0.4
H 2.404 -0.769 2.680 0.6 0.4 0.6
H -0.264 0.089 -0.541 -0.7 0.6 -0.8
H 1.064 -1.429 2.048 -1.7 -0.4 0.0
S -3.075 1.387 1.340 0.4 0.1 0.5
Si 1.265 1.129 1.516 1.7 -1.2 -2.0
H 2.315 3.167 0.264 -0.4 -0.2 0.6
C -2.297 -0.925 -0.606 1.0 0.2 -1.6
H -2.173 1.421 2.375 -0.2 0.2 -0.8
H -2.994 -0.418 -1.333 1.0 -0.6 0.4
C -0.489 -1.059 -2.490 1.7 0.4 1.2
H -0.175 -1.511 -0.370 -0.6 -0.5 -0.3
H 0.598 -1.228 -2.750 -1.0 0.3 0.6
S -2.900 -0.622 1.009 -0.4 -0.3 1.4
H 3.353 1.837 0.085 0.7 -0.6 0.5
H 2.354 -1.102 1.045 1.3 -0.5 -1.9
H 1.985 1.936 -0.801 -1.2 -0.7 -1.5
C 1.781 -0.699 1.805 -0.1 2.0 1.2
H -0.989 -1.937 -2.786 -0.7 -1.2 -0.3
C 2.309 2.073 0.186 0.3 0.5 1.6
H -2.492 -2.007 -0.603 -0.2 0.1 -0.5
H -0.827 -0.288 -3.141 -0.4 0.9 -0.3
O 0.011 1.751 2.039 -1.1 0.7 1.0
```
Forces are in eV/Å.

Properties
HOMO   -8.1 eV
HOMO-LUMO gap   8.3 eV
Maximum force   0.05604 hartree/bohr
SMILES   C[Si](C)=O.CCCSS
Energy above the lowest of the compared OMol25 structures with the same formula, charge and spin   336.9 kJ/mol

---

This record from the Open Molecules 2025 dataset describes a cluster of 2 separate species, C5H14OSSi in total. The level of theory is ωB97M-V with the def2-TZVPD basis set.

XYZ file:
```
22
Properties=species:S:1:pos:R:3:forces:R:3
H -2.340 -2.673 -0.644 -0.3 1.4 1.0
H 1.533 -2.464 1.204 -1.1 -0.7 0.3
O 1.211 1.614 0.554 -0.6 -0.4 0.5
H 1.786 2.222 -2.016 -0.9 1.1 0.8
H -0.674 -1.071 -1.579 -0.4 0.8 0.3
Si 1.015 0.358 -0.506 0.6 0.2 1.1
C -0.778 -0.300 -0.775 0.5 1.0 -0.4
H -3.484 -2.071 0.589 -0.3 0.1 0.9
C 1.803 1.158 -2.030 2.9 0.0 2.1
S 2.548 -1.726 0.874 -0.3 2.5 -1.6
H -3.082 -1.008 -0.864 0.0 -1.7 1.4
C -1.451 -0.901 0.456 -0.6 0.5 0.1
C -2.688 -1.752 -0.044 1.4 1.4 -3.2
C 1.004 1.809 1.989 1.7 -2.2 -0.4
H 2.937 1.124 -2.101 -1.1 -0.9 0.3
H 1.799 2.514 2.302 -0.2 -0.8 0.0
H -1.746 0.043 1.089 0.5 -2.3 -0.5
H -1.400 0.621 -1.055 1.0 -1.3 -0.4
H 0.096 2.343 2.178 -0.9 -0.2 0.0
H 1.091 0.735 2.498 -0.3 2.6 -0.7
H -0.640 -1.522 0.844 -0.6 0.0 1.1
H 1.460 0.944 -2.963 -1.2 -1.3 -2.6
```
Forces are in eV/Å.

Properties
HOMO   -8.5 eV
HOMO-LUMO gap   8.5 eV
Maximum force   0.07294 hartree/bohr
Energy above the lowest of the compared OMol25 structures with the same formula, charge and spin   160.3 kJ/mol

---

This record from the Open Molecules 2025 dataset describes a cluster of 2 separate species, C5H14S in total. The level of theory is ωB97M-V with the def2-TZVPD basis set.

XYZ file:
```
20
Properties=species:S:1:pos:R:3:forces:R:3
C -1.422 -0.319 2.578 -0.7 0.0 0.1
S 2.175 0.086 -0.419 -1.1 0.0 0.8
H 3.075 -1.668 -1.895 -0.3 0.0 0.6
H 0.972 2.537 -0.853 0.2 0.3 -0.7
C -2.247 -1.202 1.560 2.4 0.4 1.1
H -2.238 -2.145 2.100 -0.6 -0.4 -0.7
H -1.391 -0.848 3.530 0.0 0.2 0.1
C 0.388 0.481 -0.765 1.3 0.3 -0.7
H -0.742 2.290 -0.921 0.0 0.1 0.1
H -1.782 0.688 2.785 -0.2 0.0 -0.2
H 1.867 -0.726 -2.665 0.2 0.6 -0.3
C 0.210 1.913 -1.308 -1.2 -0.5 1.1
H 0.106 -0.240 -1.527 -0.4 -0.2 0.2
H -0.386 -0.229 2.260 0.0 0.0 -0.1
H 0.049 1.946 -2.381 0.9 0.2 -0.2
C 2.690 -0.645 -1.959 1.0 -0.6 -0.2
H -0.157 0.333 0.158 0.0 -0.1 0.0
H -1.526 -1.268 0.747 -0.6 -0.5 -0.6
H 3.578 -0.075 -2.237 -0.5 0.1 -0.9
H -3.220 -0.909 1.212 -0.3 0.3 0.2
```
Forces are in eV/Å.

Properties
HOMO   -8.4 eV
HOMO-LUMO gap   9.4 eV
Maximum force   0.05234 hartree/bohr
SMILES   CCSC.CC
Energy above the lowest of the compared OMol25 structures with the same formula, charge and spin   96.5 kJ/mol

---

This record from the Open Molecules 2025 dataset describes a cluster of 2 separate species, C5H14S in total. The level of theory is ωB97M-V with the def2-TZVPD basis set.

XYZ file:
```
20
Properties=species:S:1:pos:R:3:forces:R:3
H -0.362 -1.442 -1.503 -0.1 0.1 0.1
H -3.072 -0.166 2.652 -0.7 0.0 -0.7
H -2.459 0.373 0.976 -0.7 -0.1 0.0
C -2.011 -1.704 1.549 -0.6 -0.7 -1.0
C 1.479 1.881 -1.505 0.3 -0.1 -0.2
H -1.094 -1.897 0.988 0.5 0.4 0.7
H 1.267 -1.376 -2.111 0.2 0.1 0.2
H 1.023 2.759 -1.056 -0.3 0.1 -0.4
H 0.896 -0.728 -0.468 0.0 -0.2 0.1
C 2.415 1.312 -0.436 -1.0 -1.0 -0.4
H -1.500 0.242 2.368 0.3 -0.4 -0.2
C -2.336 -0.257 1.852 1.4 0.6 0.8
H -2.697 -2.174 0.830 -0.5 0.4 0.4
H 2.014 2.128 -2.416 0.3 0.5 0.2
H 2.911 0.424 -0.829 0.3 0.1 0.2
H -2.090 -2.301 2.452 0.4 -0.2 0.1
C 0.549 -0.849 -1.486 -0.2 0.3 -0.7
S 0.144 0.785 -2.214 0.3 -0.2 1.0
H 1.786 0.978 0.393 0.2 0.0 0.2
H 3.140 2.012 -0.037 0.0 0.3 -0.3
```
Forces are in eV/Å.

Properties
HOMO   -8.4 eV
HOMO-LUMO gap   9.3 eV
Maximum force   0.03289 hartree/bohr
SMILES   CCSC.CC
Energy above the lowest of the compared OMol25 structures with the same formula, charge and spin   65.5 kJ/mol

---

This record from the Open Molecules 2025 dataset describes a cluster of 2 separate species, C5H14S in total. The level of theory is ωB97M-V with the def2-TZVPD basis set.

XYZ file:
```
20
Properties=species:S:1:pos:R:3:forces:R:3
C 0.968 -0.811 -1.152 1.9 3.0 -3.5
H -1.299 0.749 2.046 1.7 0.9 0.5
H 0.907 -0.279 -0.187 0.4 -0.6 -0.9
H 0.534 -2.773 -0.532 1.1 0.0 -1.2
H 2.246 -2.393 -0.519 0.4 0.3 0.3
H 0.827 0.553 1.167 0.3 3.0 -0.6
H -1.781 -1.581 -0.463 -0.1 1.8 -1.7
H -2.770 -0.132 -1.367 1.5 -1.4 0.2
H -1.411 2.325 1.452 0.7 -0.4 1.0
H -0.575 2.258 3.051 0.0 -1.7 -1.9
C -0.640 1.686 2.015 -5.0 2.7 1.4
H 1.302 2.316 1.454 2.3 1.0 1.9
C 0.533 1.710 1.158 0.6 -3.6 -1.7
H 1.747 -0.306 -1.899 -0.7 -0.6 2.2
S -0.419 -0.163 -2.192 -1.1 -1.3 2.3
H 1.623 -2.758 -2.137 -1.0 1.2 1.8
H -1.818 0.104 -0.020 1.2 0.3 -0.5
H 0.428 2.238 0.183 -0.7 -1.5 0.0
C -1.761 -0.507 -0.941 -1.9 -0.3 0.5
C 1.360 -2.236 -1.118 -1.4 -2.7 -0.2
```
Forces are in eV/Å.

Properties
HOMO   -8.6 eV
HOMO-LUMO gap   9.5 eV
Maximum force   0.11386 hartree/bohr
SMILES   CCSC.CC
Energy above the lowest of the compared OMol25 structures with the same formula, charge and spin   263.9 kJ/mol

---

This record from the Open Molecules 2025 dataset describes a cluster of 2 separate species, C5H14S in total. The level of theory is ωB97M-V with the def2-TZVPD basis set.

XYZ file:
```
20
Properties=species:S:1:pos:R:3:forces:R:3
H -2.463 0.286 -0.428 -0.3 -0.6 0.4
H 1.475 -2.644 -2.076 0.3 -0.1 0.5
C -2.142 -0.411 -1.198 -1.0 1.0 -0.9
H -2.498 -1.423 -1.136 0.6 -0.7 1.0
C 0.604 -2.751 -1.423 -0.1 1.0 -1.1
H 0.537 0.874 2.417 0.2 0.2 0.2
C 1.323 2.757 1.630 2.2 0.8 -1.4
S -0.400 -0.083 -1.479 0.7 -0.3 -0.8
H 1.270 -1.215 -0.080 0.0 0.5 0.3
C 0.362 -1.485 -0.595 -1.1 -0.7 -0.2
C 0.264 1.705 1.765 -0.8 -0.3 0.4
H 0.662 -3.627 -0.785 0.0 -0.2 -0.2
H 1.041 3.759 1.344 -1.2 0.4 0.4
H -2.770 -0.157 -2.066 0.7 0.6 -0.2
H 1.997 2.649 0.763 -0.1 -1.0 0.1
H -0.036 1.211 0.843 0.2 0.4 -0.3
H -0.458 -1.709 0.089 0.5 -0.1 0.6
H 2.055 2.912 2.426 -0.5 -0.4 0.5
H -0.642 2.157 2.172 -0.1 -0.2 0.2
H -0.181 -2.805 -2.184 -0.3 -0.5 0.4
```
Forces are in eV/Å.

Properties
HOMO   -8.5 eV
HOMO-LUMO gap   9.5 eV
Maximum force   0.05337 hartree/bohr
SMILES   CCSC.CC
Energy above the lowest of the compared OMol25 structures with the same formula, charge and spin   91.2 kJ/mol

---

This record from the Open Molecules 2025 dataset describes a cluster of 2 separate species, C5H14S in total. The level of theory is ωB97M-V with the def2-TZVPD basis set.

XYZ file:
```
20
Properties=species:S:1:pos:R:3:forces:R:3
H -1.188 0.765 -1.045 -0.2 0.3 -0.2
H -0.238 -2.830 0.579 -0.5 0.3 -0.3
H -1.745 -0.782 0.837 0.0 -0.5 -0.1
H -0.932 1.125 2.351 -0.9 -0.3 -0.5
C -1.120 -1.061 1.689 -0.3 0.8 0.7
H -0.614 -0.709 -1.818 -0.1 0.1 0.2
H -0.781 0.673 -2.880 -0.1 0.5 0.2
C 1.625 2.096 -2.561 -0.1 -0.6 0.1
C -0.143 -2.175 1.439 2.0 -1.5 0.7
C -0.565 0.387 -1.857 1.1 -1.1 0.3
H 0.459 0.528 1.545 -0.4 -0.4 -0.4
H 2.391 1.587 -3.154 0.4 0.4 0.1
H 0.099 0.122 3.128 -0.2 -0.8 -0.2
H 0.913 -1.863 1.469 -0.2 0.7 -0.7
H -1.779 -1.334 2.519 -0.3 -0.1 -0.4
H 0.874 2.474 -3.256 -0.5 -0.5 0.4
H 1.989 2.959 -2.005 0.4 -0.3 0.2
C -0.409 0.190 2.149 1.8 1.6 1.1
H 0.009 -2.898 2.263 -1.0 0.3 0.0
S 1.157 0.746 -1.394 -0.9 1.2 -1.1
```
Forces are in eV/Å.

Properties
HOMO (alpha / beta)   -14.2 / -14.2 eV
HOMO-LUMO gap (alpha / beta)   10.6 / 5.8 eV
Maximum force   0.05179 hartree/bohr
Charge   +1
Energy above the lowest of the compared OMol25 structures with the same formula, charge and spin   68.2 kJ/mol
Expectation value of S²   0.75
Multiplicity   2

---

This record from the Open Molecules 2025 dataset describes a structure of composition C5H15Co2FN5O14P. The level of theory is ωB97M-V with the def2-TZVPD basis set.

XYZ file:
```
43
Properties=species:S:1:pos:R:3:forces:R:3
N -0.934 -2.944 0.706 0.6 -0.4 1.0
H 0.680 0.550 -3.192 0.2 -0.5 -0.1
O -0.450 0.276 2.605 0.1 0.2 -0.5
C -2.572 -0.451 -3.700 0.6 0.6 0.1
O 3.473 1.668 1.882 0.0 0.1 0.1
O -4.087 3.472 0.558 0.2 0.8 1.0
N 2.773 0.730 -3.354 0.0 -0.2 -0.2
O -2.808 1.642 -0.524 1.8 0.4 -1.5
O 3.431 1.738 -3.470 0.0 -0.1 0.0
H 1.572 0.233 -1.646 0.1 -0.4 -0.3
C 1.526 0.807 -2.561 -0.7 1.0 0.3
Co -0.846 2.556 -0.866 -1.5 -1.3 1.6
O 3.024 -0.347 -3.861 0.0 0.1 0.2
O 3.479 1.196 -0.223 -0.1 0.0 0.2
H -1.798 -0.218 -4.426 -0.1 -0.3 -0.2
H -3.298 -1.175 -4.048 -0.1 0.0 -0.1
H 1.392 0.002 1.202 0.1 -0.1 0.2
O -3.014 1.405 1.807 0.5 0.2 0.4
H 1.397 1.851 -2.261 0.3 0.0 -0.1
N -1.874 -1.071 -2.538 -0.5 -0.2 -0.1
H 0.733 1.725 4.114 0.0 0.0 0.1
O -1.132 -0.795 4.339 0.0 0.1 0.0
O -1.494 -3.916 1.138 -0.2 0.0 -0.4
H 1.449 0.175 4.565 0.1 0.0 0.4
C 2.443 -0.295 1.221 0.2 0.2 -0.3
F -0.250 0.761 -0.235 0.3 0.2 -0.6
H 0.644 -4.161 0.111 0.1 0.0 0.1
P -2.937 2.594 0.804 -1.6 -1.4 -1.4
H 2.658 -0.991 0.417 0.1 0.0 0.0
H -3.024 0.475 -3.359 -0.3 -0.2 0.2
N -0.450 0.042 3.795 0.0 -0.2 0.7
O -1.485 3.196 0.772 0.7 1.0 0.0
C 0.385 -3.112 0.031 -0.4 -0.6 -0.4
Co -2.069 0.158 0.570 0.0 0.4 0.5
O -2.390 -0.906 -1.452 -0.1 -0.3 0.0
N 3.207 0.959 0.940 -0.1 -0.2 -0.2
O -0.898 -1.756 -2.750 0.1 0.1 0.0
H 0.169 0.952 5.627 0.0 -0.3 0.2
H 0.234 -2.870 -1.018 0.1 0.4 0.1
H 1.086 -2.468 0.543 0.0 0.1 -0.1
C 0.554 0.787 4.633 -0.2 0.3 -1.0
O -1.289 -1.800 0.928 -0.3 0.3 -0.1
H 2.787 -0.673 2.175 -0.2 0.0 0.1
```
Forces are in eV/Å.

Properties
HOMO (alpha / beta)   -8.8 / -8.9 eV
HOMO-LUMO gap (alpha / beta)   7.2 / 7.2 eV
Maximum force   0.05104 hartree/bohr
Energy above the lowest of the compared OMol25 structures with the same formula, charge and spin   0.0 kJ/mol
Expectation value of S²   12.02
Multiplicity   7

---

This record from the Open Molecules 2025 dataset describes a cluster of 2 separate species, C5H15N in total. The level of theory is ωB97M-V with the def2-TZVPD basis set.

XYZ file:
```
21
Properties=species:S:1:pos:R:3:forces:R:3
C -0.543 -0.912 -1.942 0.6 0.8 0.4
H -0.190 1.656 0.962 0.3 0.1 -0.3
H -2.604 -0.458 -1.338 0.5 0.1 0.4
C 0.497 2.288 1.556 -0.7 -1.1 0.5
H 3.598 1.021 1.917 0.3 0.3 0.0
H -0.143 2.687 2.346 0.1 0.5 -0.1
H -2.459 -1.609 -2.540 -0.1 -0.5 0.2
H -1.621 -3.314 -1.060 -0.6 -0.2 0.1
C -1.979 -1.320 -1.598 -0.2 0.2 -1.2
N 1.586 1.569 2.173 1.2 0.4 0.0
H -0.260 -0.867 -2.994 -0.6 0.2 -0.1
H 1.357 0.690 2.584 -0.6 -0.3 0.3
H 0.930 3.047 0.924 -0.2 0.5 -0.1
H -3.021 -2.581 -0.176 0.2 -0.2 0.4
H 2.912 2.277 0.754 0.6 0.2 0.3
H 2.565 0.606 0.533 0.2 0.0 0.3
H -0.389 0.080 -1.504 0.4 0.0 -0.2
C 2.756 1.363 1.326 -1.2 -0.5 -0.9
H 0.250 -1.548 -1.537 -0.4 -0.2 0.4
C -2.018 -2.420 -0.559 0.8 -0.4 -0.9
H -1.223 -2.254 0.171 -0.6 0.3 0.6
```
Forces are in eV/Å.

Properties
HOMO   -8.5 eV
HOMO-LUMO gap   9.4 eV
Maximum force   0.03063 hartree/bohr
SMILES   CCC.CNC
Energy above the lowest of the compared OMol25 structures with the same formula, charge and spin   86.7 kJ/mol